Cl2H2NPS | the ωB97M-V functional and the def2-TZVPD basis

XYZ file:
```
7
Properties=species:S:1:pos:R:3:forces:R:3
N -1.1873 -0.4569 -1.7431 -0.38 0.76 -0.94
P -1.0726 -0.2750 -0.2530 0.10 -2.85 1.54
S -0.9084 -1.5749 1.2010 -0.12 1.38 -1.03
Cl -1.1361 1.6057 0.1778 0.12 1.16 0.37
Cl 2.3305 0.6638 1.3119 0.47 0.26 0.12
H -1.4338 -1.3324 -2.1664 0.28 -0.42 0.05
H 3.4076 1.3696 1.4718 -0.47 -0.29 -0.10
```
Forces are in eV/Å.

Results
Net charge: 0
Energy relative to the best compared isomer or geometry (same formula, charge and spin): 1.552 eV
Multiplicity: 1
Gap between HOMO and LUMO: 9.468 eV
DFT total energy: -1715.89683 a.u.